The following is a DFT calculation (the ωB97M-V functional and the def2-TZVPD basis) of 2 unconnected molecules or ions with the total composition C4H12O at a distorted geometry.

The geometry in XYZ format:
```
17
Properties=species:S:1:pos:R:3
C 0.230 0.889 1.125
C -0.941 -0.183 -0.775
C 0.681 1.702 -1.349
C 0.320 0.540 -0.398
H -0.577 1.615 1.325
H 1.197 1.362 1.366
H 0.091 0.017 1.785
H -1.876 0.398 -0.728
H -1.031 -1.050 -0.099
H -0.808 -0.553 -1.805
H 0.492 1.383 -2.388
H 1.689 2.148 -1.296
H -0.059 2.472 -1.076
H 1.231 -0.092 -0.383
O -0.020 -3.231 1.413
H -0.622 -3.256 2.191
H 0.004 -4.160 1.089
```

The value obtained for the energy above the lowest of the compared OMol25 structures with the same formula, charge and spin is 25.8 kJ/mol. The multiplicity is 1. The frontier orbital gap comes out at 11.2 eV. For the maximum force, the calculation gives 2.18 eV Å⁻¹. Its SMILES is CC(C)C.O. The calculation puts the energy at -6389.8541 eV.

Here are the Löwdin charges for atoms 1 to 8, given in e: -0.095, -0.108, -0.088, -0.508, 0.074, 0.072, 0.069, 0.087